(1)
Molecular formula: C47H53BrN5O5PPbS2
Method: DFT, the ωB97M-V functional and the def2-TZVPD basis

Structure (ORCA input):
```
! wB97M-V def2-TZVPD RIJCOSX def2/J DEFGRID3
* xyz 0 1
Pb -16.99964 8.21926 -12.10067
C -15.18756 12.68269 -13.19506
C -14.79997 13.19024 -11.95011
C -15.22480 12.56328 -10.80626
C -16.00448 11.36662 -10.90062
N -16.31334 10.86290 -12.12790
C -15.96814 11.54097 -13.21857
C -16.59981 10.75307 -9.69194
C -16.42682 11.34257 -8.43131
C -17.05832 10.75023 -7.35465
C -17.83990 9.62570 -7.50848
C -18.00171 9.07978 -8.79677
N -17.36055 9.62962 -9.86490
C -18.86658 7.94213 -9.08219
C -19.93524 7.51769 -8.23237
C -20.72782 6.46661 -8.63307
C -20.46648 5.76357 -9.81361
C -19.37709 6.20201 -10.56428
N -18.66687 7.28830 -10.26056
H -14.86273 13.17757 -14.10959
H -14.16540 14.09088 -11.88991
H -14.96486 12.95665 -9.81330
H -16.35303 11.12425 -14.15551
H -15.84576 12.25252 -8.27350
H -16.88435 11.15079 -6.34003
H -18.28636 9.15028 -6.62674
H -20.19423 8.12290 -7.35524
H -21.58008 6.19213 -8.00197
H -21.09865 4.91916 -10.12177
H -19.06374 5.68111 -11.47025
O -16.85404 4.26426 -11.33139
C -15.99141 5.14573 -11.17583
O -15.69408 6.11256 -11.93773
C -15.15467 5.09529 -9.80377
P -15.69271 6.52040 -8.78584
C -14.34726 6.98201 -7.69902
C -14.04369 8.31790 -7.39817
C -13.21349 8.59573 -6.31469
C -12.60973 7.54195 -5.60135
C -12.87153 6.21053 -5.96152
C -13.78075 5.94722 -6.95915
C -16.88755 5.69895 -7.68640
C -17.64767 4.58998 -8.10924
C -18.62191 4.10170 -7.25222
C -18.89358 4.70135 -6.02662
C -18.15971 5.81530 -5.63473
C -17.17397 6.33668 -6.46834
H -14.08134 5.19373 -10.02833
H -15.32996 4.13640 -9.30481
H -14.46682 9.12601 -8.02890
H -13.06742 9.65033 -6.05345
H -11.91041 7.76262 -4.77606
H -12.39371 5.38432 -5.42824
H -14.11511 4.92558 -7.15609
H -17.43704 4.10775 -9.08606
H -19.21289 3.21505 -7.57173
H -19.68693 4.31516 -5.37445
H -18.36298 6.34834 -4.68827
H -16.63985 7.26694 -6.21331
C -12.99630 10.10414 -17.18166
C -12.94564 9.04728 -16.06730
N -14.17984 8.88386 -15.31868
C -15.31990 8.28707 -15.72880
S -16.87547 8.54148 -15.05241
N -15.24692 7.47049 -16.79771
C -16.36582 6.68926 -17.34036
C -17.33876 7.46959 -18.25797
H -12.06431 10.16012 -17.74650
H -13.22404 11.10183 -16.76205
H -13.80319 9.89052 -17.90250
H -12.19724 9.32743 -15.30390
H -12.61131 8.07545 -16.45504
H -14.22694 9.41850 -14.45367
H -14.37781 7.44253 -17.30887
H -16.90899 6.25654 -16.49577
H -15.92975 5.84980 -17.89077
H -17.86104 8.26706 -17.71367
H -18.06475 6.76936 -18.66264
H -16.79671 7.86906 -19.11612
Br -21.64141 10.33993 -8.81467
C -22.06508 9.23037 -10.30830
C -23.14611 8.35188 -10.25863
C -23.30926 7.45167 -11.30220
C -22.42167 7.38905 -12.35290
C -21.30583 8.27432 -12.37563
C -21.18446 9.25839 -11.38780
C -20.22656 8.15101 -13.48107
O -20.51500 7.45193 -14.48473
O -19.11472 8.71387 -13.26787
H -23.82595 8.39339 -9.39406
H -24.19743 6.80513 -11.26417
H -22.58129 6.71417 -13.21084
H -20.39869 10.00979 -11.45218
C -10.68712 7.96167 -8.78149
C -11.04516 9.38637 -9.27945
C -11.20846 9.50035 -10.80108
S -12.90410 9.03334 -11.46262
O -12.99273 9.75316 -12.79934
C -12.75927 7.18356 -11.69763
C -12.32102 6.66350 -13.08193
C -10.89609 7.07119 -13.46869
H -10.19419 8.03992 -7.79704
H -9.96918 7.48431 -9.44344
H -11.57508 7.33081 -8.68394
H -10.28871 10.10831 -8.92714
H -11.99043 9.75358 -8.82480
H -10.47444 8.86635 -11.32228
H -11.07352 10.51735 -11.19743
H -13.76462 6.84508 -11.43965
H -12.07527 6.86125 -10.90255
H -13.04786 6.99629 -13.84254
H -12.41257 5.56420 -13.04848
H -10.80936 8.15765 -13.61119
H -10.55805 6.56714 -14.37471
H -10.19655 6.79865 -12.67148
*
```

Calculated values
ΔE to the lowest compared entry with this formula, charge and spin   0.0 kcal per mole
Frontier orbital gap   0.2587 Ha
Energy   -6377.44296 hartree

(2)
Molecular formula: H34O17
Method: DFT, the ωB97M-V functional and the def2-TZVPD basis

Structure (ORCA input):
```
! wB97M-V def2-TZVPD RIJCOSX def2/J DEFGRID3
* xyz 0 1
O 3.01120 -1.50131 3.86781
H 2.10900 -1.76526 3.61081
H 3.60216 -2.27895 4.12107
O 4.69329 2.52985 -0.42486
H 4.29202 2.52394 -1.27823
H 4.46142 1.64308 -0.12307
O -1.47248 -3.11786 3.18370
H -2.20052 -3.57740 2.74459
H -0.98480 -3.72180 3.72376
O 0.87035 -1.74104 2.12846
H 0.58460 -1.47754 1.21434
H 0.15976 -2.01370 2.74101
O -2.88703 2.62942 1.31143
H -3.55007 3.14222 1.79352
H -2.50460 1.94971 1.92396
O 0.67094 2.57729 0.43212
H 1.56700 2.56685 0.79835
H -0.00193 3.08007 0.87224
O -0.02874 0.21345 -0.14288
H 0.18995 1.04759 0.29694
H -0.09761 0.42916 -1.09115
O 1.52966 3.88315 -2.59380
H 1.22093 4.65467 -3.18512
H 2.45282 4.04785 -2.83539
O -0.78365 1.28790 3.01688
H 0.01373 1.00460 2.51981
H -1.29418 0.50140 2.83630
O -2.53309 -1.58939 -0.50984
H -2.94494 -0.70491 -0.62888
H -3.07868 -2.33247 -0.67204
O -2.12139 4.21949 -2.78493
H -1.22905 3.97728 -2.48388
H -2.57293 3.46428 -3.17280
O 2.86739 -3.80583 0.22733
H 2.17850 -3.35265 0.72193
H 2.88805 -3.31886 -0.56754
O 4.37833 1.87961 -3.10321
H 3.89492 2.42173 -3.74206
H 4.71712 1.08616 -3.54665
O -1.54110 -2.34794 -3.96861
H -1.11424 -3.15091 -3.83796
H -1.38422 -1.60608 -3.40008
O -1.51687 0.70007 -2.83589
H -1.10436 0.55562 -3.64941
H -0.98640 0.98470 -2.13300
O -3.74479 -0.00337 3.84935
H -4.42816 0.47324 4.25333
H -3.38784 0.53215 3.13710
O -0.77325 -5.17650 -0.96739
H -1.55901 -5.62271 -1.37237
H -0.52720 -5.80004 -0.27511
*
```

Calculated values
ΔE to the lowest compared entry with this formula, charge and spin   100.1 kcal per mole
Frontier orbital gap   0.3811 Ha
Energy   -1299.37040 hartree

(3)
Molecular formula: C3H8O
Method: DFT, the ωB97M-V functional and the def2-TZVPD basis

Structure (ORCA input):
```
! wB97M-V def2-TZVPD RIJCOSX def2/J DEFGRID3
* xyz 0 1
C -0.88007 -1.02095 -0.65964
C -2.02030 -1.09119 -0.00754
O -3.21555 -0.60743 -0.55655
H 0.07017 -1.37713 -0.28715
H -0.78060 -0.50591 -1.60826
H -2.21538 -1.51708 0.96734
H -3.76773 -1.36342 -0.53721
C 2.55854 1.55378 0.53446
H 1.86079 2.37207 0.42387
H 3.62061 1.76969 0.48346
H 2.39025 0.77690 -0.21852
H 2.37927 1.01068 1.46574
*
```

Calculated values
ΔE to the lowest compared entry with this formula, charge and spin   28.9 kcal per mole
Frontier orbital gap   0.3903 Ha
Energy   -194.28982 hartree

> Which of these has the lowest ΔE to the lowest compared entry with this formula, charge and spin?

C47H53BrN5O5PPbS2